# 1
This record from the Open Molecules 2025 dataset describes C13H33ClIMnN2OP2S as an isolated structure. The level of theory is ωB97M-V with the def2-TZVPD basis set.

Each line ends with the natural charge from an NBO analysis.
Cartesian coordinates (Å):
C  -2.027  -0.295  3.571  -0.422
H  3.428  0.510  0.653  0.262
C  2.193  -0.748  2.505  -0.395
C  0.916  -0.125  4.512  -0.416
H  4.614  0.843  -0.667  0.267
H  -1.659  -1.314  3.373  0.234
H  -0.071  2.159  -4.188  0.284
H  -2.617  0.435  0.772  0.254
H  1.887  -0.431  4.890  0.237
H  -1.893  2.469  3.752  0.232
H  -1.132  2.647  2.136  0.231
Cl  0.390  -2.006  -2.884  -0.396
P  -2.196  -0.333  -1.512  1.181
C  3.557  0.819  -0.393  -0.948
C  -3.092  0.288  -2.976  -0.981
H  -2.902  -2.641  -1.865  0.263
N  -1.206  0.687  2.869  -0.462
H  -2.819  1.328  -3.173  0.243
H  2.835  -0.587  -3.921  0.283
H  4.352  0.071  -3.197  0.279
H  0.733  0.933  4.767  0.226
H  -4.324  -1.617  -1.478  0.257
H  -2.772  1.955  2.271  0.210
H  -4.178  0.209  -2.818  0.276
C  -0.113  1.125  -3.801  -0.750
P  2.774  -0.349  -1.521  1.021
H  2.039  -1.198  1.525  0.189
O  -0.220  2.195  -1.670  -0.415
Mn  0.637  -0.705  -1.096  0.612
C  3.385  -2.022  -1.164  -0.950
H  2.842  -2.755  -1.778  0.285
C  -2.955  0.737  -0.228  -0.986
H  2.891  0.088  2.416  0.214
H  -0.918  0.589  -4.336  0.282
C  -1.783  2.017  2.749  -0.409
H  3.241  -2.284  -0.105  0.262
H  -2.044  -0.097  4.660  0.222
H  -3.204  -2.168  -0.185  0.262
H  3.100  1.813  -0.505  0.277
C  3.256  0.112  -3.187  -0.957
H  0.843  0.637  -4.071  0.276
H  -2.624  1.767  -0.392  0.254
C  0.010  0.372  2.323  0.482
C  -0.343  1.157  -2.302  0.525
C  -3.277  -1.828  -1.235  -0.919
S  0.401  0.928  0.713  -0.153
H  4.448  -2.016  -1.425  0.277
H  -2.812  -0.330  -3.838  0.258
H  -4.055  0.683  -0.280  0.268
H  2.602  -1.486  3.186  0.243
H  -3.054  -0.239  3.168  0.228
H  2.911  1.128  -3.421  0.265
N  0.922  -0.303  3.058  -0.380
I  -1.028  -2.103  0.773  -0.211
H  0.118  -0.723  4.971  0.229

As for the HOMO-LUMO gap (spin up / spin down): 5.77 / 5.62 eV. Its spin multiplicity is 5. The LUMO energy (spin up / spin down) is -0.3182 / -0.3274 Ha. For the HOMO energy (spin up / spin down), the calculation gives -14.4 / -14.5 eV. Its expectation value of S² is 6.25. The total charge is +2.

***

# 2
This record from the Open Molecules 2025 dataset describes a 5-piece molecular cluster, C13H33N3O6S overall. The level of theory is ωB97M-V with the def2-TZVPD basis set.

Each line ends with the natural charge from an NBO analysis.
Cartesian coordinates (Å):
C  -1.526  -2.305  3.364  -0.716
H  1.150  -0.397  3.989  0.243
C  0.758  -3.485  0.490  -0.455
H  0.767  -3.485  -0.595  0.250
H  -2.014  -3.194  3.412  0.280
H  4.067  0.072  -2.537  0.243
O  -0.107  -0.023  0.398  -1.150
H  -0.282  -1.572  0.774  0.506
H  0.310  0.601  1.808  0.501
N  -2.621  -0.626  -0.255  -0.656
C  1.552  0.545  3.542  -0.448
H  0.337  0.599  -0.099  0.499
H  1.779  -2.886  0.674  0.260
H  -1.139  2.636  1.615  0.194
O  1.846  3.024  2.225  -0.448
H  -2.843  1.323  0.291  0.247
N  0.492  1.213  2.763  -0.654
O  -3.258  0.692  -2.050  -0.453
O  -0.261  0.691  -3.338  -0.962
H  -1.332  -2.978  0.875  0.422
C  -2.896  -0.467  -1.717  0.681
H  -3.389  -1.868  -3.098  0.267
H  -0.804  3.920  2.674  0.255
H  3.518  2.334  -2.692  0.226
C  -0.238  -2.535  2.609  0.696
H  -2.867  -1.639  -0.059  0.405
N  -0.334  -2.666  1.004  -0.637
H  -0.063  4.270  1.185  0.307
H  1.461  -0.668  -1.976  0.245
H  -1.369  -1.871  4.262  0.270
H  1.577  1.701  -5.122  0.272
H  2.775  -0.576  -3.660  0.220
H  -2.243  -1.777  2.800  0.224
H  2.226  0.603  -0.849  0.243
C  1.958  0.326  -1.967  -0.706
H  -2.312  -2.502  -2.306  0.209
H  -1.425  -0.392  -0.160  0.501
H  -0.372  1.158  3.417  0.448
S  0.854  1.434  -2.720  2.150
C  3.130  0.293  -2.957  -0.406
H  -3.124  0.509  1.457  0.201
O  0.635  2.461  -1.732  -0.957
H  -1.654  -1.077  -3.364  0.326
C  3.200  1.663  -3.533  -0.434
H  -4.291  0.402  0.376  0.239
C  -0.443  3.384  1.865  -0.703
H  1.941  3.132  -4.132  0.271
H  2.409  0.514  2.852  0.252
O  0.892  -2.745  3.243  -0.452
C  -2.500  -1.547  -2.761  -0.722
H  3.947  1.887  -4.401  0.261
C  -3.276  0.406  0.555  -0.409
H  1.875  1.401  4.381  0.262
C  1.886  2.084  -4.064  -0.649
H  0.871  -4.469  0.955  0.267
C  0.765  2.485  2.297  0.675

As for the HOMO-LUMO gap: 8.41 eV. The LUMO energy is -0.2541 Ha. For the HOMO energy, the calculation gives -15.3 eV. The total charge is +2.

***

# 3
This record from the Open Molecules 2025 dataset describes C13H34ClMgN3NbO7PS2V as an isolated structure. The level of theory is ωB97M-V with the def2-TZVPD basis set.

Each line ends with the natural charge from an NBO analysis.
Cartesian coordinates (Å):
H  5.478  -2.301  -1.644  0.213
H  0.404  -2.801  2.906  0.218
H  -6.341  1.592  2.128  0.428
H  2.861  -1.559  2.071  0.207
N  -5.341  1.490  2.065  -0.813
S  2.013  1.217  -2.099  0.270
H  3.282  -1.645  -0.549  0.197
H  5.786  -1.688  -0.024  0.199
H  1.216  -1.540  -1.657  -0.076
H  4.526  -1.437  1.586  0.223
C  -0.056  -2.463  1.979  -0.613
V  8.827  4.135  -3.645  1.589
O  -3.910  -1.565  -3.196  -0.752
H  -5.082  -0.248  -0.616  0.398
H  3.682  -0.775  -1.998  0.221
H  0.790  2.686  -0.713  0.150
O  -6.703  2.925  4.024  -0.808
O  7.946  5.478  -4.095  -0.966
O  -3.481  0.710  1.027  -0.741
C  0.533  1.733  -1.203  -0.523
C  5.400  -1.422  -1.005  -0.607
P  -0.941  -3.455  -0.539  0.397
C  3.255  0.304  1.094  -0.211
H  -1.118  -2.351  2.164  0.221
H  -1.913  0.690  -1.439  0.228
C  3.697  -0.866  1.984  -0.629
H  -2.432  -1.684  -2.922  0.255
C  0.284  -3.460  0.864  -0.661
C  -0.094  0.694  -0.270  -0.447
H  6.064  -0.669  -1.421  0.233
Nb  -0.487  -1.644  -2.245  1.196
H  -2.998  -2.168  -0.093  0.263
H  3.505  1.222  1.623  0.211
C  -4.709  0.821  1.087  0.773
H  -8.996  4.213  2.702  0.473
S  4.033  2.938  -0.751  0.345
H  -2.634  -3.359  1.231  0.240
C  -7.513  3.796  3.685  0.946
N  3.955  0.378  -0.218  -0.506
O  -7.593  5.000  3.984  -0.803
H  -3.265  -3.894  -0.306  0.243
H  0.174  -2.865  -3.463  -0.346
H  2.169  0.292  1.019  0.188
H  -0.117  -0.315  -3.435  -0.358
C  3.967  -0.902  -0.957  -0.236
C  -1.301  -0.028  -0.897  -0.899
H  -6.521  0.327  0.152  0.392
Mg  1.327  3.597  1.020  0.306
H  0.339  -4.478  1.252  0.218
H  0.360  -1.491  1.723  0.207
C  -2.620  -3.154  0.165  -0.930
H  -0.202  1.978  -1.968  0.260
H  0.670  -0.061  -0.077  0.201
H  -3.727  -1.182  -4.070  0.462
O  -8.543  3.364  2.785  -0.799
N  -5.521  0.254  0.134  -0.862
O  9.952  2.929  -3.372  -0.976
Cl  6.097  2.392  -1.495  -0.321
H  -0.371  1.173  0.677  0.227
H  -4.788  1.922  2.781  0.425
H  1.270  -3.224  0.477  0.232
H  3.931  -0.534  2.990  0.227
H  -1.848  -0.438  -0.055  0.265
C  3.379  1.414  -0.944  -0.065

As for the HOMO-LUMO gap: 2.61 eV. The LUMO energy is -0.0884 Ha. For the HOMO energy, the calculation gives -5.0 eV. The total charge is -1.